13
Properties=species:S:1:pos:R:3:nbo_charge:R:1 method="wB97M-V/def2-TZVPD" relative_energy_ev=3.520 mol_weight_g_mol=85.11 lumo_ev=1.031 homo_ev=-9.384 smiles="C[C@H]1CC=NO1" orbital_gap_ev=10.4 max_force_ev_per_a=6.05
O -1.0654 0.4308 0.8450 -0.389
N -0.3048 0.5030 1.9585 -0.097
C 1.0223 0.0003 0.2454 -0.485
C -0.4352 -0.3790 -0.1689 0.085
C -0.9601 0.0108 -1.5002 -0.649
C 0.8315 0.2347 1.6908 0.018
H 1.1597 1.0126 -0.0481 0.220
H 1.5225 0.2192 2.5682 0.213
H -1.0554 -1.0031 -1.9690 0.223
H -0.5770 -1.4505 0.0880 0.168
H -0.1356 0.3875 -2.2622 0.216
H -1.8183 0.6629 -1.4041 0.251
H 1.8158 -0.6291 -0.0434 0.224